# 1
Below is a molecular structure, C27H32CrFN5O6S at a distorted geometry, with properties calculated with wB97M-V/def2-TZVPD.

Highest occupied orbital energy (spin up / spin down) in Ha: -0.185 / -0.187
Relative energy (zero: lowest compared OMol25 entry of this formula, charge and spin) in eV: 0.710
Energy in eV: -90231.74352
Orbital gap (spin up / spin down) in eV: 7.038 / 7.687
Multiplicity: 2
LUMO energy (spin up / spin down) in eV: 2.003 / 2.597
⟨S²⟩: 0.85
Net charge: -1

Atoms and positions in Å:
Cr -0.44 -0.72 -0.64
O -2.29 2.67 -1.59
C -1.95 1.57 -1.20
O -0.75 1.13 -1.12
C -2.96 0.50 -0.65
O -4.15 0.74 -0.53
O -2.34 -0.56 -0.31
C 2.38 -3.16 -2.67
O 2.59 -1.85 -3.19
C 2.00 -0.87 -2.48
O 1.58 -1.05 -1.34
N 2.07 0.30 -3.12
N 1.68 1.54 -2.57
H 2.87 -3.84 -3.37
H 1.31 -3.36 -2.61
H 2.83 -3.25 -1.68
H 2.51 0.33 -4.03
H 1.18 1.35 -1.70
H 1.00 1.97 -3.19
C -2.18 -0.76 2.82
C -1.84 0.69 3.15
C -2.71 1.65 2.33
C -0.41 1.15 2.98
C -0.06 2.23 3.79
C 1.19 2.82 3.72
C 2.10 2.34 2.81
C 1.80 1.28 1.98
C 2.86 0.78 1.02
C 3.91 -0.06 1.77
C 3.53 1.92 0.26
C 0.53 0.66 2.06
N 0.29 -0.50 1.29
C 0.65 -1.65 1.87
C 1.21 -1.77 3.17
C 1.51 -3.00 3.70
C 1.28 -4.18 3.00
C 0.74 -4.11 1.72
C 0.44 -2.87 1.21
F -0.14 -2.78 -0.06
H -3.20 -0.96 3.12
H -1.51 -1.45 3.33
H -2.12 -0.92 1.75
H -2.09 0.84 4.21
H -2.36 1.68 1.30
H -2.64 2.66 2.73
H -3.74 1.33 2.33
H -0.79 2.60 4.49
H 1.45 3.64 4.37
H 3.08 2.79 2.75
H 2.36 0.13 0.30
H 4.37 0.52 2.57
H 4.68 -0.37 1.07
H 3.46 -0.95 2.20
H 4.16 2.53 0.91
H 2.79 2.56 -0.21
H 4.16 1.50 -0.53
H 1.38 -0.88 3.75
H 1.94 -3.06 4.69
H 1.51 -5.14 3.44
H 0.55 -5.00 1.14
C -4.68 1.58 -3.35
C -3.55 0.89 -4.02
C -3.31 1.01 -5.39
C -2.22 0.33 -5.89
N -1.44 -0.42 -5.15
C -1.75 -0.51 -3.85
S -0.81 -1.59 -2.92
N -2.76 0.13 -3.26
H -5.29 2.12 -4.08
H -4.28 2.27 -2.61
H -5.28 0.86 -2.81
H -3.95 1.60 -6.03
H -1.95 0.40 -6.94

***

# 2
Below is a molecular structure, C27H32IIrN7O3S, with properties calculated with wB97M-V/def2-TZVPD.

Highest occupied orbital energy (spin up / spin down) in Ha: -0.459 / -0.489
Relative energy (zero: lowest compared OMol25 entry of this formula, charge and spin) in eV: 0.043
Energy in eV: -66849.71430
Orbital gap (spin up / spin down) in eV: 6.628 / 5.442
Multiplicity: 6
LUMO energy (spin up / spin down) in eV: -5.856 / -7.863
⟨S²⟩: 8.83
Net charge: +2

Atoms and positions in Å:
Ir 0.49 0.33 0.22
C -4.71 -2.06 1.65
C -4.53 -0.61 2.07
N -3.98 0.21 0.99
C -2.69 0.30 0.69
S -1.48 -0.48 1.54
N -2.52 1.15 -0.42
N -1.30 1.24 -0.85
C -1.07 2.01 -1.91
C -2.15 2.67 -2.68
C 0.34 2.15 -2.30
C 0.68 2.78 -3.49
C 2.02 2.91 -3.84
C 2.98 2.41 -2.98
C 2.56 1.80 -1.80
N 1.28 1.67 -1.46
H -5.12 -2.63 2.49
H -3.76 -2.50 1.38
H -5.40 -2.15 0.81
H -3.86 -0.52 2.92
H -5.49 -0.16 2.34
H -4.61 0.71 0.38
H -3.10 2.62 -2.15
H -2.27 2.17 -3.65
H -1.90 3.71 -2.88
H -0.09 3.16 -4.15
H 2.30 3.39 -4.77
H 4.03 2.49 -3.20
H 3.28 1.39 -1.11
C 0.00 -1.34 -4.50
C 0.77 -2.26 -3.62
N 1.40 -3.28 -4.14
C 2.10 -4.09 -3.34
C 2.22 -3.94 -1.95
C 3.02 -4.97 -1.17
O 2.24 -5.61 -0.19
C 1.59 -2.87 -1.34
C 1.68 -2.73 0.10
N 1.34 -1.71 0.81
C 1.50 -1.85 2.22
C 1.00 -2.96 2.89
C 1.17 -3.07 4.26
C 1.84 -2.08 4.96
C 2.34 -0.97 4.30
C 2.15 -0.86 2.94
I 2.86 0.80 1.89
C 0.83 -1.97 -2.18
O 0.22 -0.96 -1.76
H -0.03 -1.74 -5.51
H 0.46 -0.35 -4.51
H -1.02 -1.21 -4.12
H 2.59 -4.92 -3.83
H 3.84 -4.47 -0.65
H 3.47 -5.68 -1.86
H 1.82 -6.40 -0.56
H 2.09 -3.59 0.62
H 0.46 -3.72 2.33
H 0.77 -3.93 4.78
H 1.97 -2.17 6.03
H 2.86 -0.20 4.85
C -0.74 5.92 2.08
N -0.73 4.47 2.24
C -1.39 3.93 3.41
C -0.09 3.68 1.38
O -0.01 2.45 1.49
H -1.77 6.28 2.03
H -0.22 6.19 1.16
H -0.24 6.39 2.92
H -0.92 4.32 4.32
H -1.30 2.85 3.40
H -2.44 4.22 3.41
H 0.38 4.22 0.55

***

# 3
Below is a molecular structure, C27H32IrN5SSi at a distorted geometry, with properties calculated with wB97M-V/def2-TZVPD.

Highest occupied orbital energy in Ha: -0.494
Relative energy (zero: lowest compared OMol25 entry of this formula, charge and spin) in eV: 0.188
Energy in eV: -57512.00687
Orbital gap in eV: 8.050
LUMO energy in eV: -5.385
Net charge: +2

Atoms and positions in Å:
Ir 0.14 0.01 -0.17
C -1.16 -1.36 2.22
C -0.26 -2.56 1.95
C 1.19 -2.25 1.63
C 2.19 -2.93 2.31
C 3.51 -2.76 1.96
C 3.82 -1.92 0.90
C 2.79 -1.26 0.27
N 1.50 -1.40 0.63
N -1.56 -0.69 0.96
C -2.41 -1.57 0.11
C -1.66 -2.15 -1.05
C -2.10 -3.27 -1.74
C -1.38 -3.72 -2.83
C -0.23 -3.03 -3.21
C 0.15 -1.93 -2.48
N -0.55 -1.49 -1.42
C -2.30 0.57 1.26
C -2.41 1.39 0.01
C -3.47 2.24 -0.24
C -3.50 2.93 -1.44
C -2.49 2.72 -2.37
C -1.45 1.87 -2.04
N -1.40 1.23 -0.87
H -0.64 -0.63 2.83
H -2.06 -1.67 2.77
H -0.66 -3.17 1.14
H -0.27 -3.19 2.84
H 1.91 -3.60 3.12
H 4.29 -3.29 2.49
H 4.83 -1.78 0.56
H 2.98 -0.57 -0.54
H -3.23 -0.96 -0.30
H -2.88 -2.35 0.71
H -3.00 -3.78 -1.41
H -1.70 -4.59 -3.38
H 0.36 -3.35 -4.05
H 1.03 -1.35 -2.73
H -1.74 1.12 2.02
H -3.28 0.34 1.67
H -4.25 2.35 0.49
H -4.31 3.61 -1.66
H -2.49 3.22 -3.32
H -0.64 1.69 -2.73
C 5.06 2.73 -1.56
Si 4.07 3.89 -0.48
C 5.18 4.94 0.58
C 2.89 4.93 -1.48
C 2.98 2.86 0.71
C 3.09 2.98 2.09
C 2.28 2.24 2.96
C 1.32 1.42 2.43
N 1.15 1.32 1.11
C 1.99 1.98 0.28
S 1.64 1.44 -1.35
H 5.77 3.31 -2.15
H 4.42 2.18 -2.25
H 5.63 2.02 -0.97
H 5.80 5.57 -0.06
H 5.86 4.34 1.19
H 4.62 5.60 1.24
H 3.44 5.64 -2.10
H 2.23 5.51 -0.83
H 2.27 4.32 -2.14
H 3.84 3.64 2.52
H 2.39 2.32 4.04
H 0.66 0.85 3.07

***

# 4
Below is a molecular structure, C27H32N4O3S2Tm at a distorted geometry, with properties calculated with wB97M-V/def2-TZVPD.

Highest occupied orbital energy (spin up / spin down) in Ha: -0.360 / -0.360
Energy in eV: -91823.14883
Orbital gap (spin up / spin down) in eV: 7.286 / 7.287
Multiplicity: 3
LUMO energy (spin up / spin down) in eV: -2.505 / -2.504
⟨S²⟩: 2.00
Net charge: +1

Atoms and positions in Å:
Tm 0.35 -0.23 -0.65
C -1.65 -2.48 -2.34
C -1.84 -2.79 -0.88
C -2.79 -3.76 -0.50
C -2.97 -4.02 0.82
C -2.19 -3.35 1.79
C -2.36 -3.63 3.17
C -1.58 -2.97 4.07
C -0.63 -2.03 3.64
C -0.43 -1.73 2.31
S 0.81 -0.54 1.89
C -1.25 -2.40 1.35
N -1.11 -2.13 0.00
H -2.26 -3.14 -2.95
H -0.61 -2.61 -2.64
H -1.91 -1.45 -2.58
H -3.35 -4.26 -1.27
H -3.70 -4.75 1.15
H -3.10 -4.36 3.47
H -1.69 -3.16 5.13
H -0.02 -1.52 4.37
C 0.09 1.14 -6.78
C -1.05 1.06 -5.78
N -0.87 1.98 -4.66
C -1.45 3.32 -4.84
C -2.87 3.39 -4.31
C -0.22 1.67 -3.55
S 0.53 0.10 -3.39
N -0.04 2.68 -2.66
C -0.17 2.55 -1.38
O -0.74 1.53 -0.80
C 0.33 3.62 -0.48
C 0.96 4.74 -1.01
C 1.45 5.73 -0.17
C 1.30 5.60 1.20
C 0.66 4.49 1.74
C 0.17 3.50 0.90
H -0.09 0.48 -7.62
H 1.03 0.85 -6.31
H 0.20 2.16 -7.17
H -1.16 0.05 -5.39
H -1.99 1.34 -6.25
H -1.40 3.53 -5.91
H -0.81 4.04 -4.33
H -3.51 2.65 -4.78
H -3.29 4.37 -4.49
H -2.88 3.21 -3.23
H 1.08 4.83 -2.08
H 1.93 6.60 -0.58
H 1.67 6.38 1.86
H 0.54 4.39 2.81
H -0.32 2.64 1.32
O 2.27 -1.59 -1.14
C 2.97 -0.57 -0.89
O 2.49 0.56 -0.64
C 4.47 -0.74 -0.75
N 4.78 -2.18 -1.12
C 5.47 -2.83 0.06
C 4.89 -2.06 1.24
C 4.87 -0.62 0.74
H 5.02 -0.07 -1.41
H 5.30 -2.26 -1.99
H 3.84 -2.61 -1.26
H 6.54 -2.64 -0.06
H 5.28 -3.90 0.03
H 5.50 -2.20 2.13
H 3.88 -2.41 1.46
H 5.85 -0.16 0.83
H 4.15 0.00 1.26

***

# 5
Below is a molecular structure, C27H33BCl2N at a distorted geometry, with properties calculated with wB97M-V/def2-TZVPD.

Highest occupied orbital energy in Ha: -0.363
Relative energy (zero: lowest compared OMol25 entry of this formula, charge and spin) in eV: 1.368
Energy in eV: -55737.12450
Orbital gap in eV: 6.927
LUMO energy in eV: -2.939
Net charge: +1

Atoms and positions in Å:
Cl -1.36 -4.52 8.89
C 0.30 -4.57 8.47
C 1.28 -4.66 9.47
C 2.63 -4.70 9.10
C 3.02 -4.70 7.74
C 4.43 -4.70 7.41
C 4.88 -4.57 6.14
C 6.34 -4.66 5.82
C 6.75 -4.82 4.37
C 7.69 -5.80 4.06
C 8.12 -5.91 2.74
C 7.68 -4.99 1.76
Cl 8.38 -4.92 0.21
C 6.72 -4.02 2.07
C 6.25 -3.96 3.38
C 2.00 -4.63 6.75
C 0.65 -4.59 7.11
H 0.96 -4.70 10.50
H 3.41 -4.68 9.87
H 5.18 -4.76 8.22
H 4.15 -4.38 5.34
H 6.87 -5.40 6.46
H 8.05 -6.47 4.87
H 8.83 -6.70 2.51
H 6.40 -3.30 1.32
H 5.48 -3.25 3.65
H 2.28 -4.55 5.70
H -0.10 -4.58 6.33
C 9.72 -2.37 5.66
C 10.18 -0.93 5.84
C 11.53 -0.82 6.55
N 9.22 0.08 6.42
C 9.90 1.38 6.44
C 10.41 2.02 5.33
C 11.04 3.27 5.50
C 11.11 3.82 6.79
C 10.58 3.15 7.91
C 10.00 1.93 7.68
C 8.00 0.22 5.53
C 7.21 1.46 5.90
C 7.10 -0.96 5.27
B 9.05 0.21 8.14
H 6.68 -3.68 6.07
H 10.64 -2.95 5.45
H 9.24 -2.83 6.54
H 9.09 -2.51 4.78
H 10.29 -0.56 4.82
H 12.22 -1.54 6.09
H 11.99 0.19 6.47
H 11.50 -1.04 7.62
H 10.34 1.60 4.32
H 11.46 3.79 4.63
H 11.59 4.78 6.96
H 10.57 3.49 8.96
H 9.56 1.35 8.57
H 8.46 0.38 4.55
H 6.36 1.54 5.22
H 6.81 1.42 6.93
H 7.82 2.38 5.83
H 6.14 -0.56 4.85
H 7.54 -1.58 4.45
H 6.86 -1.59 6.15
H 9.78 -0.53 8.75
H 7.91 0.40 8.38

***

# 6
Below is a molecular structure, C27H33ClFeN15O4, with properties calculated with wB97M-V/def2-TZVPD.

Highest occupied orbital energy (spin up / spin down) in Ha: -0.509 / -0.509
Relative energy (zero: lowest compared OMol25 entry of this formula, charge and spin) in eV: 0.134
Energy in eV: -105966.79457
Orbital gap (spin up / spin down) in eV: 7.713 / 6.745
Multiplicity: 6
LUMO energy (spin up / spin down) in eV: -6.133 / -7.101
⟨S²⟩: 8.76
Net charge: +2

Atoms and positions in Å:
Fe 1.08 -0.27 0.35
C 4.33 -0.66 -2.77
C 3.60 -0.80 -1.59
N 2.52 -0.06 -1.38
C 2.14 0.81 -2.33
C 2.86 0.91 -3.51
N 3.95 0.18 -3.72
C 0.98 1.66 -1.97
C 0.40 2.58 -2.82
C -0.64 3.38 -2.34
C -1.01 3.25 -1.00
C -0.38 2.31 -0.21
N 0.56 1.50 -0.71
C -0.62 2.14 1.23
C -1.45 2.96 1.99
N -1.62 2.77 3.29
C -0.95 1.77 3.85
C -0.12 0.95 3.11
N 0.05 1.14 1.81
C -1.31 4.35 -3.23
C -2.68 4.57 -3.13
C -3.28 5.48 -3.99
N -2.59 6.18 -4.89
C -1.28 5.97 -4.98
C -0.60 5.07 -4.18
H 5.22 -1.25 -2.95
H 3.86 -1.52 -0.83
H 2.57 1.59 -4.30
H 0.72 2.67 -3.84
H -1.77 3.90 -0.59
H -2.00 3.78 1.54
H -1.09 1.62 4.91
H 0.40 0.11 3.56
H -3.29 4.01 -2.43
H -4.34 5.66 -3.94
H -0.75 6.56 -5.72
H 0.47 4.96 -4.28
C 1.96 -3.69 3.58
N 2.75 -2.48 3.75
C 3.87 -2.49 4.69
C 2.57 -1.47 2.88
N 1.71 -1.49 1.91
N 3.35 -0.35 3.09
C 3.49 0.73 2.25
N 4.41 1.63 2.65
N 2.77 0.85 1.18
H 2.11 -4.33 4.45
H 2.25 -4.25 2.69
H 0.89 -3.46 3.54
H 3.82 -3.40 5.27
H 3.82 -1.67 5.40
H 4.83 -2.48 4.17
H 1.28 -2.40 1.80
H 3.92 -0.35 3.92
H 5.06 1.43 3.39
H 4.59 2.45 2.09
H 3.01 1.67 0.65
O 1.14 -2.21 -0.55
Cl 0.52 -2.28 -1.94
O 1.56 -2.41 -2.89
O -0.35 -3.40 -1.95
O -0.18 -1.04 -2.08
C -5.35 -2.27 -0.76
C -4.58 -3.53 -0.38
C -3.64 -3.97 -1.50
C -3.84 -3.37 0.95
N -2.83 -2.30 0.93
C -1.53 -2.35 0.64
N -1.05 -1.12 0.73
N -2.10 -0.33 1.08
N -3.16 -1.03 1.20
H -5.96 -2.47 -1.64
H -4.68 -1.45 -1.00
H -6.02 -1.95 0.04
H -5.30 -4.33 -0.19
H -2.93 -3.18 -1.76
H -4.21 -4.19 -2.40
H -3.07 -4.86 -1.23
H -3.31 -4.29 1.21
H -4.53 -3.11 1.75
H -1.00 -3.24 0.36

***

# 7
Below is C27H33F3N2O3 in the gas phase, with properties calculated with wB97M-V/def2-TZVPD.

Highest occupied orbital energy in Ha: -0.324
Relative energy (zero: lowest compared OMol25 entry of this formula, charge and spin) in eV: 0.000
SMILES: Cc1cccc(COC[C@@H](CC(C)C)N2CCN(C(=O)c3ccc(C(F)(F)F)cc3)CCC2=O)c1
Energy in eV: -45811.77656
Orbital gap in eV: 9.400
LUMO energy in eV: 0.574
Net charge: 0

Atoms and positions in Å:
C 1.79 3.95 -1.74
C 2.34 3.27 -0.52
C 1.90 3.64 0.74
C 2.37 2.98 1.87
C 3.28 1.94 1.74
C 3.74 1.57 0.48
C 4.72 0.44 0.35
O 4.17 -0.84 0.61
C 3.48 -1.44 -0.46
C 2.02 -0.98 -0.66
C 1.29 -2.00 -1.55
C -0.03 -1.51 -2.15
C -0.76 -2.68 -2.79
C 0.20 -0.39 -3.16
N 1.34 -0.76 0.61
C 1.46 -1.71 1.69
C 0.17 -2.53 1.89
N -1.00 -1.69 1.74
C -1.96 -2.05 0.86
O -1.92 -3.11 0.26
C -3.10 -1.10 0.67
C -2.93 0.16 0.11
C -4.03 0.97 -0.13
C -5.30 0.51 0.20
C -6.48 1.41 -0.01
F -7.63 0.74 -0.19
F -6.34 2.22 -1.07
F -6.69 2.23 1.05
C -5.48 -0.75 0.75
C -4.38 -1.56 0.97
C -1.03 -0.51 2.58
C -0.05 0.58 2.11
C 0.55 0.33 0.73
O 0.33 1.09 -0.19
C 3.26 2.25 -0.64
H 2.48 3.87 -2.58
H 0.85 3.46 -2.02
H 1.58 4.99 -1.55
H 1.19 4.44 0.85
H 2.02 3.27 2.85
H 3.64 1.42 2.61
H 5.18 0.45 -0.65
H 5.51 0.55 1.10
H 3.51 -2.52 -0.25
H 4.01 -1.27 -1.40
H 2.01 -0.01 -1.15
H 1.96 -2.28 -2.37
H 1.10 -2.91 -0.97
H -0.65 -1.12 -1.34
H -1.67 -2.33 -3.28
H -0.14 -3.16 -3.54
H -1.04 -3.41 -2.04
H 0.91 -0.69 -3.92
H 0.56 0.51 -2.66
H -0.74 -0.13 -3.65
H 1.72 -1.18 2.62
H 2.29 -2.39 1.48
H 0.09 -3.31 1.13
H 0.18 -2.99 2.88
H -1.95 0.52 -0.16
H -3.90 1.94 -0.57
H -6.48 -1.10 0.99
H -4.51 -2.55 1.38
H -2.05 -0.12 2.58
H -0.79 -0.82 3.60
H 0.77 0.70 2.82
H -0.57 1.54 2.04
H 3.62 1.96 -1.62